[1]
{"formula": "C5H8N2O", "method": "wB97M-V/def2-TZVPD", "species": ["C", "C", "C", "C", "C", "N", "N", "O", "H", "H", "H", "H", "H", "H", "H", "H"], "positions_angstrom": [[1.912, -0.463, 0.107], [-1.763, -1.263, 0.130], [0.156, 0.896, 1.210], [0.222, 0.885, -1.338], [0.537, 0.062, 0.047], [2.999, -0.839, 0.086], [-0.391, -1.354, -0.014], [-2.338, -0.231, 0.015], [-2.221, -2.310, 0.354], [-0.891, 1.322, 1.342], [0.486, 0.472, 2.209], [0.787, 1.783, 1.250], [-0.486, 1.663, -1.218], [0.004, 0.293, -2.234], [1.057, 1.352, -1.688], [-0.069, -2.269, -0.259]], "mulliken_charge": [-0.19, -0.01, -1.45, -1.55, 1.49, -0.44, -0.26, -0.49, 0.29, 0.36, 0.35, 0.42, 0.35, 0.38, 0.54, 0.21], "de_lowest_kcal_mol": 44.1, "multiplicity": 1, "orbital_gap_ha": 0.4026, "smiles": "CC(C)(C#N)NC=O", "energy_ha": -380.0178}

***

[2]
{"formula": "C5H8N2O", "method": "wB97M-V/def2-TZVPD", "species": ["C", "C", "C", "C", "C", "H", "H", "H", "H", "H", "H", "H", "H", "N", "N", "O"], "positions_angstrom": [[-1.619, 1.186, 0.015], [0.449, 0.871, 0.184], [1.879, 0.308, -0.285], [1.326, -1.017, 0.171], [-0.122, -0.451, -0.167], [-2.836, -1.479, 0.334], [-2.578, 1.596, 0.085], [0.567, 0.889, 1.327], [1.945, 0.363, -1.366], [2.779, 0.662, 0.212], [1.410, -1.068, 1.232], [1.634, -1.949, -0.387], [-0.245, -0.686, -1.232], [-1.511, -0.204, 0.383], [-0.574, 1.841, -0.194], [-2.502, -0.863, -0.311]], "mulliken_charge": [-0.13, 0.25, -0.59, -0.58, -0.24, 0.37, 0.48, 0.22, 0.28, 0.31, 0.31, 0.30, 0.29, -0.19, -0.66, -0.42], "de_lowest_kcal_mol": 107.4, "multiplicity": 1, "orbital_gap_ha": 0.3795, "smiles": "ON1C=N[C@@H]2CC[C@H]21", "energy_ha": -379.9170}

***

[3]
{"formula": "C5H8N2O", "method": "wB97M-V/def2-TZVPD", "species": ["C", "C", "C", "C", "C", "H", "H", "H", "H", "H", "H", "H", "H", "N", "N", "O"], "positions_angstrom": [[0.887, 2.402, 1.686], [0.446, 1.255, 1.214], [-1.324, 0.169, 0.269], [-1.512, -0.779, -0.604], [0.636, -1.522, -1.445], [1.525, 2.393, 2.581], [0.711, 3.366, 1.211], [0.732, 0.306, 1.652], [-2.034, 0.380, 1.087], [-2.352, -1.475, -0.544], [-1.112, -1.599, -2.464], [1.081, -2.078, -2.252], [2.123, -1.628, -0.406], [-0.656, -1.131, -1.710], [1.209, -1.207, -0.369], [-0.363, 1.150, 0.095]], "mulliken_charge": [-0.69, 0.02, -0.16, -0.25, -0.16, 0.23, 0.27, 0.30, 0.33, 0.33, 0.28, 0.35, 0.22, -0.25, -0.44, -0.37], "de_lowest_kcal_mol": 58.8, "multiplicity": 1, "orbital_gap_ha": 0.3470, "smiles": "[H]/N=C/N/C=C\\OC=C", "energy_ha": -379.9945}

***

[4]
{"formula": "C5H8N2O", "method": "wB97M-V/def2-TZVPD", "species": ["C", "C", "C", "N", "N", "O", "C", "C", "H", "H", "H", "H", "H", "H", "H", "H"], "positions_angstrom": [[-0.968, 0.031, -1.428], [-0.416, -1.216, 0.685], [-0.554, 0.035, 0.004], [1.902, -0.327, -1.436], [-0.024, -1.215, 1.937], [1.505, -0.313, -0.161], [-0.903, 1.176, 0.781], [-1.148, 2.089, 1.530], [2.488, 0.471, -1.676], [2.248, -1.230, -1.764], [0.074, -2.088, 2.430], [0.329, -0.387, 2.418], [-0.079, -0.015, -2.083], [-1.518, 0.924, -1.723], [-1.556, -0.856, -1.656], [-1.379, 2.923, 2.142]], "mulliken_charge": [-1.16, -0.86, 1.34, -0.40, -0.14, -0.32, -1.13, 0.34, 0.21, 0.22, 0.25, 0.19, 0.32, 0.35, 0.33, 0.46], "de_lowest_kcal_mol": 174.1, "multiplicity": 1, "orbital_gap_ha": [0.2625, 0.2627], "energy_ha": -379.8108}

***

[5]
{"formula": "C5H8N2O", "method": "wB97M-V/def2-TZVPD", "species": ["C", "C", "C", "C", "C", "H", "H", "H", "H", "H", "H", "H", "H", "N", "N", "O"], "positions_angstrom": [[-0.210, 0.957, -0.569], [0.416, 1.036, 0.496], [0.966, -0.048, 1.225], [0.443, -1.497, 0.925], [-0.713, -1.277, 0.162], [0.557, 2.415, -1.611], [-0.828, 1.504, -2.463], [1.145, 2.009, 0.738], [0.098, -1.825, 1.993], [1.431, -2.163, 0.666], [-1.446, -0.484, 0.788], [-1.290, -2.005, -0.522], [-1.286, -0.384, -1.502], [-0.535, 1.909, -1.504], [-0.319, -0.394, -1.028], [1.572, 0.248, 2.208]], "mulliken_charge": [0.66, -0.70, 0.47, -0.33, -0.53, 0.37, 0.31, 0.13, 0.22, 0.28, 0.30, 0.31, 0.27, -0.65, -0.56, -0.57], "de_lowest_kcal_mol": 106.5, "multiplicity": 1, "orbital_gap_ha": 0.3462, "smiles": "NC1=CC(=O)CCN1", "energy_ha": -379.9185}

***

[6]
{"formula": "C5H8N2O", "method": "wB97M-V/def2-TZVPD", "species": ["C", "C", "C", "C", "C", "N", "N", "O", "H", "H", "H", "H", "H", "H", "H", "H"], "positions_angstrom": [[-0.237, 1.129, -0.243], [1.119, -0.659, -0.643], [-0.729, 2.344, -0.409], [2.203, -1.475, -1.112], [-1.488, -0.080, 1.531], [0.360, -1.037, 0.303], [-0.517, 0.015, 0.454], [0.993, 0.532, -1.122], [-0.461, 2.949, -1.252], [-1.712, 2.600, -0.050], [1.999, -2.559, -0.793], [3.256, -1.023, -0.771], [2.151, -1.423, -2.120], [-1.930, -1.116, 1.598], [-1.082, -0.028, 2.572], [-2.343, 0.667, 1.535]], "mulliken_charge": [0.74, 0.64, -1.19, -0.94, -0.73, -0.90, 0.60, -0.42, 0.31, 0.26, 0.27, 0.22, 0.33, 0.27, 0.30, 0.24], "de_lowest_kcal_mol": 72.9, "multiplicity": 1, "orbital_gap_ha": 0.3142, "smiles": "C=C1OC(C)=NN1C", "energy_ha": -379.9720}